The following is a DFT calculation (ωB97M-V/def2-TZVPD) of a molecular structure, C24H29BeCl2N4O2S5.

## Properties
E_HOMO = -10.0 eV
total charge = +1
orbital gap = 6.831 eV
energy relative to the best compared isomer or geometry (same formula, charge and spin) = 0.348 eV
strongest force on any atom = 0.4 eV/A

Cartesian coordinates (Å):
Be (-1.141489, 0.682443, 0.973412)
N (2.060060, 3.377766, 2.740192)
C (1.452377, 2.054705, 2.349714)
C (2.370911, 1.293248, 1.418338)
C (1.706126, -0.022657, 1.020697)
N (0.466437, 0.215801, 0.242977)
C (1.362327, -0.848082, 2.258613)
C (0.461620, -0.095260, 3.236817)
N (-0.904055, 0.028523, 2.658672)
C (1.062250, 1.271352, 3.592480)
H (2.434661, 3.860650, 1.917799)
H (2.809738, 3.275060, 3.425466)
H (1.319511, 4.009483, 3.126807)
H (0.543138, 2.334522, 1.825774)
H (3.320822, 1.058145, 1.909558)
H (2.594499, 1.887599, 0.526431)
H (2.408263, -0.583108, 0.400700)
H (0.149378, -0.687433, -0.118501)
H (0.665812, 0.738401, -0.611389)
H (2.287049, -1.118237, 2.772954)
H (0.890128, -1.787976, 1.959874)
H (0.397523, -0.667510, 4.164336)
H (-1.509587, 0.540445, 3.297168)
H (-1.310692, -0.904330, 2.587076)
H (1.945931, 1.083366, 4.212498)
H (0.354059, 1.849899, 4.192588)
C (0.040238, 7.008577, 2.939922)
S (-0.560728, 5.309123, 2.817493)
C (-0.111628, 4.882561, 1.162719)
C (-0.617258, 3.784313, 0.569641)
S (-1.787248, 2.710461, 1.293277)
S (0.084594, 3.400721, -0.987545)
C (1.348344, 4.594991, -1.002583)
S (2.511745, 4.687606, -2.127984)
S (1.201819, 5.706221, 0.340970)
H (-0.276835, 7.353438, 3.922368)
H (-0.432541, 7.634551, 2.186178)
H (1.123223, 7.083696, 2.867474)
Cl (-1.614168, -4.960581, 0.219778)
C (-1.323588, -5.497241, -1.407731)
C (-1.025466, -6.829284, -1.630295)
C (-0.770186, -7.261432, -2.920942)
C (-0.840826, -6.367895, -3.976807)
C (-1.172068, -5.044798, -3.739106)
Cl (-1.348838, -3.980404, -5.094003)
C (-1.401355, -4.564540, -2.446450)
N (-1.748431, -3.233425, -2.199534)
C (-0.909543, -2.163750, -2.513488)
C (0.428788, -2.355661, -2.870316)
C (1.239888, -1.282668, -3.199912)
C (0.735360, 0.011961, -3.180122)
C (-0.586779, 0.203034, -2.803142)
C (-1.415845, -0.856490, -2.453576)
C (-2.815810, -0.590712, -1.960936)
C (-2.861216, -0.968000, -0.489440)
O (-3.418772, -1.973370, -0.101006)
O (-2.123913, -0.226268, 0.290288)
H (-0.985672, -7.510247, -0.791907)
H (-0.525415, -8.298207, -3.105520)
H (-0.667298, -6.688819, -4.994185)
H (-2.403809, -3.081105, -1.441856)
H (0.826696, -3.362125, -2.900560)
H (2.266571, -1.464675, -3.491510)
H (1.347570, 0.853116, -3.481682)
H (-1.009950, 1.199920, -2.808141)
H (-3.563163, -1.180128, -2.490826)
H (-3.033297, 0.470720, -2.080036)

Forces on the atoms, in the same order (eV/Å):
Be 0.305 -0.074 0.050
N -0.036 0.016 0.155
C -0.097 0.071 0.052
C 0.009 -0.020 -0.001
C -0.033 -0.072 -0.007
N -0.104 0.052 -0.084
C 0.023 0.006 0.015
C -0.016 -0.019 0.019
N 0.069 0.039 0.100
C 0.015 -0.025 -0.012
H -0.015 0.037 -0.043
H 0.016 -0.021 -0.014
H 0.055 -0.098 -0.043
H 0.030 -0.037 0.003
H 0.005 0.019 0.001
H -0.013 0.000 -0.003
H 0.004 -0.015 0.000
H 0.015 0.010 -0.079
H 0.078 0.016 0.043
H 0.006 -0.003 -0.016
H -0.017 0.003 0.007
H 0.002 -0.012 -0.002
H 0.026 0.020 0.005
H -0.040 0.024 -0.061
H 0.003 0.012 -0.001
H -0.002 -0.010 0.000
C -0.043 0.106 0.002
S 0.099 -0.059 -0.034
C -0.074 -0.004 0.069
C -0.047 0.024 0.049
S -0.025 0.000 -0.252
S -0.002 -0.067 -0.066
C -0.048 -0.034 0.040
S 0.033 0.022 -0.041
S 0.046 0.055 0.009
H 0.034 0.001 0.003
H -0.011 -0.031 -0.010
H -0.002 -0.014 0.008
Cl 0.012 0.004 0.010
C 0.044 0.024 -0.005
C 0.002 0.002 0.020
C 0.003 0.011 -0.007
C -0.001 -0.003 -0.001
C -0.034 -0.006 -0.054
Cl 0.015 0.000 0.019
C 0.008 -0.053 0.084
N 0.100 0.071 -0.132
C 0.018 -0.108 0.144
C 0.004 -0.040 0.003
C 0.021 0.030 0.008
C 0.017 -0.007 -0.018
C -0.053 -0.028 -0.063
C 0.022 0.177 -0.043
C -0.014 0.053 -0.019
C 0.283 -0.190 0.055
O -0.146 0.095 0.061
O -0.417 0.086 0.089
H 0.001 -0.004 -0.010
H -0.006 0.002 -0.002
H 0.000 -0.013 0.006
H -0.093 -0.044 -0.034
H 0.006 0.008 -0.006
H -0.003 0.002 -0.005
H 0.003 -0.007 0.003
H -0.012 0.059 0.031
H 0.046 -0.029 -0.039
H -0.075 -0.014 0.041